Formula: C31H28AsAuBrP
Source: the OMol25 dataset
Level of theory: the ωB97M-V functional and the def2-TZVPD basis

```
63
Properties=species:S:1:pos:R:3:forces:R:3
Au 1.6472 1.4383 -0.5133 0.613 0.453 0.688
Br 0.1357 4.2015 -0.8121 0.207 -0.392 -0.130
C -0.1494 4.0634 1.0600 -0.718 0.748 0.628
C -0.9720 5.0532 1.5618 0.200 -0.125 -0.055
C -1.2067 5.1569 2.9598 0.148 -0.321 -0.272
C -0.6567 4.2325 3.7969 0.427 -0.701 0.704
C 0.2065 3.1811 3.3162 -0.930 1.462 -0.579
C 0.7992 2.2875 4.2215 0.638 -0.830 -0.207
C 1.6873 1.3292 3.7669 -0.244 0.230 0.895
C 1.9731 1.2762 2.4034 0.681 -0.732 0.324
C 1.3325 2.0480 1.4990 -0.805 1.184 -2.283
C 0.4686 3.0934 1.9060 0.091 -0.531 1.031
H -1.4425 5.7704 0.8781 0.324 -0.313 0.333
H -1.8029 5.9794 3.3383 -0.065 -0.152 -0.012
H -0.8348 4.2251 4.8884 0.023 0.322 -0.690
H 0.5785 2.3969 5.2710 -0.103 -0.076 0.185
H 2.1511 0.5869 4.4295 -0.174 0.535 -0.060
H 2.7527 0.5983 2.0413 -0.396 -0.092 0.331
C -5.5525 -1.5407 -2.2291 0.195 0.106 0.367
C -5.1261 -1.4856 -0.8921 -0.384 0.167 -0.140
C -3.8996 -0.9109 -0.5592 0.149 -0.586 0.134
C -3.0853 -0.3839 -1.5563 0.347 0.651 -0.081
C -3.5415 -0.3111 -2.8745 -0.808 -0.828 0.365
C -4.7491 -0.9611 -3.2077 0.467 0.547 -0.641
As -1.2521 0.3341 -1.1833 -0.264 0.258 0.122
C -0.9228 -0.6308 0.4874 -0.092 0.099 -0.318
C -1.2864 -0.2056 1.7730 -0.134 -0.498 -0.731
C -1.1152 -1.1121 2.8232 0.480 0.393 -0.010
C -0.4920 -2.3529 2.5942 0.101 -0.136 0.036
C -0.1062 -2.7466 1.3077 0.219 0.169 -0.101
C -0.3194 -1.8731 0.2304 -0.467 -0.118 0.548
C -0.0581 -2.1686 -1.1950 0.049 -1.054 -0.894
C 0.3818 -3.4197 -1.7272 -0.470 0.920 0.253
C 0.4567 -3.5689 -3.1149 0.367 -0.992 0.383
C 0.1289 -2.5369 -3.9808 0.154 0.315 -0.916
C -0.2856 -1.3176 -3.4805 -0.124 1.050 0.443
C -0.4029 -1.1474 -2.1011 0.119 -0.577 0.442
H -6.5114 -2.0075 -2.4842 0.479 0.191 0.074
H -5.7771 -1.8597 -0.0945 0.300 0.000 -0.337
H -3.5291 -0.9683 0.4743 -0.303 0.130 -0.489
H -2.9802 0.2001 -3.6526 0.042 -0.179 0.122
H -5.0212 -0.9731 -4.2793 -0.096 -0.037 0.778
H -1.7438 0.7938 1.8750 0.327 -0.652 0.284
H -1.3806 -0.7874 3.8313 0.063 -0.307 -0.233
H -0.2665 -3.0235 3.4380 -0.294 0.393 -0.430
H 0.3897 -3.7134 1.1187 -0.333 0.514 0.327
H 0.5786 -4.2720 -1.0615 0.036 0.449 -0.371
H 0.7872 -4.5405 -3.5247 -0.258 0.635 0.239
H 0.2046 -2.6557 -5.0730 0.012 -0.121 0.636
H -0.5086 -0.4310 -4.1092 0.100 -0.922 0.150
C 2.9489 -1.3357 0.0112 1.001 -0.989 -0.333
P 3.4171 0.0701 -1.0407 -1.848 0.691 -0.083
C 4.9296 0.7768 -0.3763 0.382 0.907 -0.842
C 3.6747 -0.4152 -2.7444 -0.480 0.020 -1.072
H 3.8102 -1.7251 0.5571 0.125 -0.143 -0.050
H 2.5532 -2.1397 -0.6216 0.032 0.178 0.172
H 2.2068 -1.0629 0.7450 -0.235 0.223 -0.020
H 5.8211 0.1703 -0.4617 0.152 -0.378 -0.095
H 4.7711 1.0274 0.6565 -0.156 0.118 0.511
H 5.1083 1.7333 -0.9171 -0.070 -0.581 0.356
H 4.6857 -0.6736 -2.9814 0.682 -0.553 -0.141
H 3.4230 0.4579 -3.3857 0.092 -0.518 0.524
H 2.9687 -1.2241 -3.0264 0.427 0.376 0.230
```
Forces are in eV/Å.

Summary:
orbital gap	7.22	eV
net charge	0
LUMO energy	0.33	eV
electronic energy	-176462.920	eV
strongest force on any atom	2.69	eV Å⁻¹
energy above the lowest of the compared OMol25 structures with the same formula, charge and spin	40.2	kJ/mol